No. 1
Computed, not measured: C42H57Cl3N2O12P2SSeTi as an isolated structure in a non-equilibrium geometry, with the ωB97M-V functional and the def2-TZVPD basis.

```
121
Properties=species:S:1:pos:R:3:forces:R:3:mulliken_charge:R:1
Ti 0.440579 -1.260901 -0.478069 1.5 -0.7 0.6 -0.78
C -1.578812 6.051757 0.174651 0.0 0.0 0.0 -2.11
C -0.088405 5.785245 0.394690 0.0 0.0 0.0 2.01
C 0.287390 6.279570 1.799163 0.0 0.0 0.0 -1.63
C 0.694430 6.592951 -0.650291 0.0 0.0 0.0 -1.66
C 0.254617 4.303959 0.263669 0.0 0.0 0.0 -0.25
C -0.702865 3.311412 0.124406 0.0 0.0 0.0 -0.32
C -0.313029 1.994173 -0.043407 0.2 0.0 0.1 0.02
Se -1.588409 0.571236 -0.107086 0.0 0.0 -0.2 0.35
C -1.644151 0.178800 1.765196 0.0 -0.1 0.1 -0.59
C -2.705558 0.564737 2.561550 0.0 0.0 0.0 -0.30
C -2.723021 0.197439 3.899712 0.0 0.0 0.0 -0.14
C -1.670583 -0.594779 4.357185 0.0 0.0 0.0 -0.62
C -0.601567 -1.030711 3.584250 -0.1 0.1 -0.2 0.11
C -0.561311 -0.582590 2.243165 -0.1 0.1 0.1 -0.24
O 0.448280 -0.792180 1.434517 0.0 -0.2 -0.3 -0.12
C 0.420096 -1.979892 4.223107 0.0 0.0 0.1 2.71
C 1.165132 -1.234939 5.342696 0.0 0.0 0.0 -1.88
C -0.344634 -3.178075 4.813165 0.0 0.0 0.0 -1.85
C 1.464579 -2.545857 3.258271 0.0 0.0 -0.1 -1.93
C -3.850673 0.579309 4.855040 0.0 0.0 0.0 2.05
C -4.899750 1.466589 4.182499 0.0 0.0 0.0 -2.15
C -3.280964 1.350845 6.055990 0.0 0.0 0.0 -1.65
C -4.550473 -0.691737 5.356069 0.0 0.0 0.0 -1.61
C 1.037313 1.616787 -0.141227 -0.2 0.2 0.0 -0.14
O 1.337529 0.421873 -0.601265 -0.2 -0.3 -0.2 1.37
C 2.012825 2.575799 0.227705 -0.1 0.0 -0.1 -0.30
C 1.585446 3.892062 0.344735 0.0 -0.1 0.2 -0.51
C 3.478263 2.220367 0.485424 0.0 0.0 0.0 2.61
C 4.061542 3.132751 1.578941 0.0 0.0 -0.1 -2.11
C 4.283467 2.405152 -0.806976 0.0 -0.1 0.0 -1.64
C 3.632772 0.782672 0.992803 0.0 0.0 0.1 -1.28
H -1.772529 7.126295 0.225334 0.0 0.0 0.0 0.46
H -2.189660 5.567119 0.938632 0.0 0.0 0.0 0.34
H -1.906795 5.692247 -0.802424 0.0 0.0 0.0 0.38
H 0.039698 7.339913 1.912719 0.0 0.0 0.0 0.45
H 1.355494 6.157471 1.985698 0.0 0.0 0.0 0.33
H -0.249482 5.713941 2.562832 0.0 0.0 0.0 0.33
H 0.433020 7.653682 -0.585723 0.0 0.0 0.0 0.47
H 0.468922 6.240876 -1.658380 0.0 0.0 0.0 0.34
H 1.770582 6.501646 -0.499866 0.0 0.0 0.0 0.29
H -1.760463 3.540930 0.147797 0.0 0.0 0.0 0.46
H -3.507055 1.143102 2.121163 0.0 0.0 0.0 0.55
H -1.697284 -0.921164 5.391093 0.0 0.0 0.0 0.22
H 0.476920 -0.837291 6.092918 0.0 0.0 0.0 0.28
H 1.738486 -0.400886 4.931389 0.0 0.0 0.0 0.27
H 1.862332 -1.912863 5.843961 0.0 0.0 0.0 0.48
H -0.978418 -2.889417 5.655474 0.0 0.0 0.0 0.34
H 0.369493 -3.923074 5.176732 0.0 0.0 0.0 0.51
H -0.970576 -3.634710 4.045519 0.0 0.0 0.0 0.25
H 2.099054 -1.775035 2.826782 0.0 0.0 0.0 0.06
H 1.006990 -3.082322 2.428993 0.0 0.0 0.0 0.08
H 2.097007 -3.247046 3.811282 0.0 0.0 0.0 0.57
H -4.452814 2.380009 3.784914 0.0 0.0 0.0 0.39
H -5.661837 1.753567 4.911942 0.0 0.0 0.0 0.45
H -5.398111 0.945415 3.363225 0.0 0.0 0.0 0.35
H -2.834774 2.292807 5.730843 0.0 0.0 0.0 0.35
H -2.507980 0.775880 6.566675 0.0 0.0 0.0 0.29
H -4.073929 1.572964 6.777116 0.0 0.0 0.0 0.45
H -4.951056 -1.265101 4.518775 0.0 0.0 0.0 0.34
H -5.371670 -0.436023 6.033514 0.0 0.0 0.0 0.45
H -3.855127 -1.338829 5.892429 0.0 0.0 0.0 0.30
H 2.338175 4.645601 0.540149 0.0 0.0 0.0 0.17
H 4.155207 4.173465 1.263092 0.0 0.0 0.0 0.42
H 5.063255 2.781007 1.836188 0.0 0.0 0.0 0.50
H 3.446172 3.100454 2.480576 0.0 0.0 0.0 0.37
H 4.267566 3.450598 -1.127538 0.0 0.0 0.0 0.30
H 3.866125 1.792661 -1.606757 0.0 0.0 0.0 0.12
H 5.323263 2.100292 -0.655940 0.0 0.0 0.0 0.42
H 2.969250 0.593323 1.841143 0.0 0.0 0.0 0.21
H 4.665639 0.622103 1.312053 0.0 0.0 0.0 0.59
H 3.391354 0.053200 0.230469 0.0 0.0 0.0 -0.59
C -1.320792 2.198678 -6.179112 0.0 0.0 -0.1 -1.21
C -1.621711 1.409676 -4.912123 -0.1 0.0 0.0 -0.73
N -1.097312 0.058273 -4.945008 0.1 -0.1 0.0 0.67
C -1.923125 -1.007644 -5.504401 -0.2 0.1 0.0 -0.18
C -1.490159 -1.428743 -6.905534 0.0 0.0 0.0 -1.21
C 0.119868 -0.225645 -4.444335 0.1 0.1 0.1 0.16
S 1.201208 0.950463 -3.923137 0.0 0.1 0.0 -0.28
N 0.464461 -1.553625 -4.510362 0.2 -0.2 0.1 -0.13
C 0.858691 -2.216913 -3.479617 -0.2 0.6 0.3 -1.09
O 0.818716 -1.775698 -2.255618 -0.4 0.1 -0.1 1.29
C 1.417869 -3.575610 -3.666853 -0.1 -0.2 0.0 0.67
C 1.531622 -4.440041 -2.585917 -0.1 -0.1 0.0 0.29
C 2.062811 -5.707865 -2.767318 0.0 0.0 0.0 -1.43
C 2.484784 -6.112320 -4.024451 0.0 0.0 0.0 -0.51
C 2.369079 -5.247812 -5.107255 0.0 0.0 0.0 -0.69
C 1.832438 -3.984954 -4.929693 0.0 0.0 0.0 -0.63
H -1.739870 3.205960 -6.109701 0.0 0.0 0.0 0.44
H -1.748300 1.714730 -7.060175 0.0 0.0 0.0 0.26
H -0.242078 2.282342 -6.313370 0.0 0.0 0.0 0.25
H -2.699675 1.337099 -4.746041 0.0 0.0 0.0 0.46
H -1.185011 1.912319 -4.050916 0.0 0.0 0.0 0.20
H -2.948534 -0.634249 -5.522745 0.0 0.0 0.0 0.51
H -1.908860 -1.859836 -4.833390 0.0 -0.1 0.1 -0.17
H -1.578850 -0.605492 -7.619042 0.0 0.0 0.0 0.29
H -2.115894 -2.254203 -7.253545 0.0 0.0 0.0 0.43
H -0.455847 -1.767029 -6.888946 0.0 0.0 0.0 0.15
H 1.195828 -4.129711 -1.605822 0.0 0.0 0.0 0.92
H 2.153362 -6.366849 -1.913039 0.0 0.0 0.0 0.43
H 2.907919 -7.100805 -4.163333 0.0 0.0 0.0 0.37
H 2.699594 -5.560402 -6.091276 0.0 0.0 0.0 0.38
H 1.728449 -3.295810 -5.758099 0.0 0.0 0.0 0.44
O -1.318325 -5.186778 -0.099626 0.0 0.0 0.0 -0.63
P -1.677506 -3.749379 0.486260 0.1 -0.1 0.1 0.29
O -2.079534 -3.780520 1.895584 0.0 -0.1 0.0 -0.68
O -0.490295 -2.842304 0.093736 0.1 0.5 -0.2 0.43
O -2.859036 -3.242867 -0.469289 -0.2 0.1 0.1 -0.35
P -2.508745 -2.889580 -2.031774 -0.2 0.0 -0.1 0.02
O -4.010932 -2.814487 -2.634095 -0.1 -0.1 -0.1 -0.61
O -1.817565 -4.083395 -2.602463 0.1 -0.1 0.0 -0.84
O -1.927162 -1.526102 -2.087235 0.0 0.1 -0.2 -0.15
H -1.269140 -5.097718 -1.081624 -0.1 0.0 0.1 0.45
H -4.272569 -3.706742 -2.893931 0.1 0.1 0.0 0.30
Cl 3.782729 -1.019900 -2.313615 -0.1 0.0 0.0 -0.07
C 4.348360 -2.330674 -1.296152 -0.1 -0.1 0.1 1.11
Cl 5.789659 -1.786167 -0.385901 0.1 0.1 0.1 -0.19
Cl 4.850034 -3.692162 -2.326376 0.0 0.0 0.0 -0.13
C 3.284973 -2.857331 -0.222577 -0.2 -0.1 0.0 -0.12
O 3.607951 -3.874930 0.349935 0.1 0.0 0.0 -0.69
O 2.231902 -2.167843 -0.045765 0.0 0.4 -0.2 0.76
```
Positions in Å, forces in eV/Å.

Its energy above the lowest of the compared OMol25 structures with the same formula, charge and spin is 124.7 kJ/mol. The total charge is -2. Its largest force on an atom is 1.73 eV/Å. Its energy is -8360.06991 hartree.

No. 2
Computed, not measured: one molecule with the formula C4H6N2O2 in a non-equilibrium geometry, with the ωB97M-V functional and the def2-TZVPD basis.

```
14
Properties=species:S:1:pos:R:3:forces:R:3:mulliken_charge:R:1
N -0.308949 -0.843409 -2.711768 -1.7 -1.8 -1.2 -0.52
C -0.125591 -0.359628 -1.495640 0.8 2.8 1.1 0.14
C -0.338133 -0.975242 -0.369343 0.0 -1.9 3.0 -0.56
C -0.193683 -0.423371 0.981660 -2.0 -0.4 -0.3 0.60
O -0.794654 -0.875681 1.976623 1.6 0.8 -1.7 -0.64
C 0.610774 0.890152 1.078951 0.3 -1.3 2.7 0.27
N 0.755708 1.229186 2.377358 -0.3 1.1 0.8 -0.40
O 1.209047 1.439726 0.205452 0.3 1.0 -1.7 -0.61
H -1.054842 -1.566639 -2.639042 1.0 0.4 -0.8 0.27
H -0.586090 -0.112828 -3.329884 0.0 0.2 -0.8 0.28
H 0.165772 0.661074 -1.347966 0.4 0.5 -0.8 0.32
H -0.597717 -2.008320 -0.394345 -0.6 -0.8 0.1 0.32
H 1.038132 2.185636 2.575248 0.2 -0.5 -0.1 0.26
H 0.220226 0.759344 3.092695 -0.1 -0.1 -0.3 0.26
```
Positions in Å, forces in eV/Å.

Its structure (SMILES) is N/C=C/C(=O)C(N)=O. Its energy above the lowest of the compared OMol25 structures with the same formula, charge and spin is 99.3 kJ/mol. Its largest force on an atom is 3.60 eV/Å. Its energy is -416.00279 hartree.

No. 3
Computed, not measured: C53H55BrFN4O3P2ScSi as an isolated structure in a non-equilibrium geometry, with the ωB97M-V functional and the def2-TZVPD basis.

```
121
Properties=species:S:1:pos:R:3:forces:R:3:mulliken_charge:R:1
Sc 1.846698 -1.313602 -0.099687 0.8 -0.4 -0.6 -1.96
O 4.201398 1.511298 1.777113 -0.1 -0.4 0.0 -0.69
C 3.501798 2.634898 1.558213 -0.3 0.4 -0.1 0.81
C 4.163598 3.865698 1.599913 0.1 -0.3 0.0 -0.72
C 3.481198 5.039398 1.368313 0.0 0.0 0.0 -0.37
C 2.122998 5.017598 1.090013 -0.2 0.1 -0.1 -1.04
C 1.462998 3.805998 1.041813 0.1 0.0 0.0 -0.37
C 2.129498 2.612798 1.279713 0.2 -0.4 0.0 -0.66
C 1.365798 1.312998 1.130413 -1.3 0.8 -0.1 0.71
O 2.110098 0.174598 1.090513 0.6 0.0 0.5 1.73
N 0.338898 1.219898 2.184113 0.4 0.8 0.3 -0.36
N -0.348002 0.092198 2.121113 -0.4 -0.7 0.1 1.04
C -1.026902 -0.338902 3.113113 0.6 0.9 -0.1 -1.20
C -1.742902 -1.574502 3.024213 -0.4 -1.1 -0.1 0.66
Br -1.267702 -2.657102 1.515913 -0.3 -0.1 0.5 -0.01
C -2.596802 -2.058202 3.939613 0.4 0.0 -0.7 -1.21
C -3.119702 -1.275602 5.051513 -0.2 0.3 0.3 0.40
C -3.257502 -1.833202 6.321913 0.1 0.1 -0.1 -0.52
C -3.789002 -1.089602 7.358713 -0.1 0.0 0.1 -0.54
C -4.224502 0.206898 7.138813 0.0 0.0 0.0 -0.47
C -4.101702 0.765398 5.878013 0.0 0.1 0.1 -0.69
C -3.550802 0.035098 4.843913 0.0 -0.1 0.0 -0.09
H 3.564698 0.763198 1.613313 0.4 0.2 0.1 -0.23
H 5.223298 3.865498 1.801913 0.1 0.0 0.0 0.48
H 4.010298 5.981298 1.401813 0.0 0.0 0.0 0.39
H 1.586598 5.934298 0.900013 0.0 0.1 0.0 0.45
H 0.406598 3.771798 0.808813 -0.1 0.0 0.0 0.40
H 0.756898 1.413698 0.195313 0.5 0.0 0.5 -0.85
H 0.568498 1.595698 3.106113 0.1 -0.1 -0.2 0.49
H -1.055302 0.176998 4.077913 0.0 0.0 -0.1 0.50
H -2.951302 -3.072702 3.843213 0.0 -0.2 -0.1 0.51
H -2.927202 -2.845502 6.499713 0.0 -0.1 0.0 0.46
H -3.872102 -1.526002 8.342213 0.0 -0.1 0.1 0.39
H -4.676002 0.772898 7.939513 0.0 0.1 0.1 0.38
H -4.446802 1.771998 5.694813 0.0 0.1 0.0 0.41
H -3.479302 0.468198 3.857013 0.0 0.0 -0.1 0.59
C 3.960698 -4.262102 3.627913 -0.4 0.3 -0.6 -1.46
Si 3.247198 -2.808302 2.598113 0.6 0.7 0.8 0.03
C 4.767098 -1.940202 1.791013 -0.8 -0.3 0.4 -0.36
C 2.412898 -1.670902 3.899113 0.4 -0.3 -0.6 -0.56
N 2.143598 -3.030402 1.296813 0.2 0.6 0.0 1.36
C 1.668198 -4.181402 0.789313 -0.3 -0.2 -0.4 0.68
C 1.851098 -5.482402 1.305113 -0.1 0.3 -0.1 -1.06
C 1.314698 -6.592902 0.693513 0.0 -0.2 -0.1 -0.83
C 0.563198 -6.498502 -0.472187 0.0 0.0 0.1 -0.88
C 0.341898 -5.241402 -1.012387 0.0 0.3 -0.1 -1.16
C 0.885498 -4.157402 -0.377687 0.1 -0.3 0.3 -0.14
F 0.640198 -2.864402 -0.912387 -0.3 -0.8 -0.1 1.44
H 4.666998 -3.884502 4.361213 0.1 0.3 0.1 0.37
H 4.489798 -4.982002 3.011513 0.1 -0.2 -0.1 0.37
H 3.184998 -4.787702 4.176713 -0.2 -0.1 0.1 0.37
H 5.369698 -1.402702 2.515013 0.1 0.2 0.1 0.47
H 4.424498 -1.226702 1.036113 0.1 0.1 0.0 -0.46
H 5.412398 -2.664502 1.298613 0.0 -0.2 -0.1 0.39
H 3.094198 -1.414202 4.703513 0.2 0.0 0.2 0.49
H 1.546098 -2.152402 4.343713 -0.2 -0.2 0.0 0.26
H 2.083798 -0.747702 3.434413 -0.1 0.2 -0.1 -0.16
H 2.422098 -5.582402 2.208713 0.1 -0.1 0.2 0.32
H 1.492398 -7.562702 1.135813 0.0 -0.1 0.0 0.42
H 0.145498 -7.377202 -0.936487 0.0 -0.1 -0.1 0.40
H -0.233502 -5.089402 -1.911087 -0.1 0.0 -0.1 0.50
N 5.285598 -2.977202 -2.360787 -0.1 -0.2 0.1 -0.42
C 4.298698 -2.232602 -1.828987 0.4 0.4 -0.3 0.55
O 3.335398 -2.757902 -1.271887 -0.4 0.1 0.3 -0.40
C 4.415898 -0.733102 -1.950987 -0.4 0.2 0.0 -1.15
C 3.047198 -0.074402 -1.684887 0.1 -0.1 -0.2 -0.71
H 5.252698 -3.978802 -2.261087 0.0 0.0 0.0 0.26
H 6.113998 -2.556102 -2.740687 -0.1 0.1 0.0 0.20
H 4.825398 -0.486702 -2.942887 0.1 -0.1 0.2 0.46
H 5.146398 -0.402002 -1.201587 0.0 -0.1 -0.1 0.32
H 2.552898 0.028398 -2.668187 0.0 -0.1 0.2 0.50
H 3.241398 0.956698 -1.350787 -0.2 -0.2 0.0 0.49
C -0.197002 1.632598 -2.189287 0.2 -0.2 -0.1 -0.80
P -0.521502 0.006798 -1.316787 -0.6 0.4 -1.0 1.46
C -1.046402 -1.011802 -2.757087 0.2 -0.2 0.3 1.30
C -2.339602 -1.148202 -3.249687 0.1 0.0 0.1 -0.43
C -2.598802 -2.035202 -4.280487 -0.1 0.0 -0.1 -1.14
C -1.577802 -2.781402 -4.843687 0.1 0.0 0.0 -0.92
C -0.276402 -2.600602 -4.403487 0.0 -0.1 -0.1 -0.57
C -0.016702 -1.721802 -3.371187 0.1 0.1 0.1 -1.00
C -2.084102 0.393598 -0.444087 0.1 -0.1 0.2 1.79
C -2.201002 1.576498 0.282913 0.1 -0.1 -0.1 0.07
C -3.326502 1.841598 1.036713 -0.1 0.1 0.1 -0.70
C -4.363902 0.925998 1.085313 0.0 0.0 0.0 -0.88
C -4.239702 -0.274202 0.405813 -0.2 0.0 0.1 -1.15
C -3.104902 -0.548002 -0.334387 0.2 0.0 0.0 -1.05
P -0.996202 1.904298 -3.856087 0.1 0.4 0.4 -0.10
C -2.734202 2.306098 -3.385587 0.2 -0.2 -0.2 0.61
C -3.098802 3.164998 -2.356487 -0.1 0.0 -0.1 0.22
C -4.434202 3.384698 -2.071987 0.0 0.1 0.1 -0.56
C -5.420302 2.763798 -2.819787 -0.1 0.0 0.0 -0.69
C -5.067302 1.933898 -3.870187 -0.2 0.0 0.0 -0.65
C -3.731402 1.708298 -4.149887 0.1 0.0 0.0 -0.46
C -0.411002 3.629498 -4.190987 0.1 -0.3 -0.1 0.75
C -0.068002 4.590198 -3.245187 0.0 0.0 0.0 0.08
C 0.347398 5.849098 -3.643087 0.0 0.1 0.1 -0.93
C 0.437898 6.168598 -4.986487 0.0 0.0 0.0 -0.48
C 0.107198 5.218798 -5.937887 0.0 0.1 -0.1 -0.65
C -0.314502 3.963098 -5.540287 0.0 -0.1 0.0 -0.51
H 0.881998 1.668198 -2.382887 -0.1 0.1 0.1 0.74
H -0.440102 2.443298 -1.502087 0.1 0.0 0.0 -0.37
H -3.148702 -0.571802 -2.828687 0.0 0.0 0.0 1.01
H -3.610502 -2.155302 -4.641187 -0.1 0.0 0.0 0.47
H -1.792202 -3.503002 -5.618087 0.0 0.0 -0.1 0.38
H 0.531798 -3.161902 -4.848887 0.1 0.0 0.0 0.47
H 1.000598 -1.595202 -3.013687 0.0 -0.1 -0.1 0.08
H -1.389502 2.288398 0.303013 0.0 0.1 0.0 -0.61
H -3.390702 2.764498 1.596113 0.0 0.1 0.0 0.40
H -5.248102 1.133198 1.670713 -0.1 0.0 0.0 0.56
H -5.030002 -1.008102 0.461613 -0.1 -0.1 0.0 0.41
H -2.999902 -1.512902 -0.808187 -0.1 0.0 0.0 0.64
H -2.346902 3.675798 -1.774787 0.1 0.0 0.1 0.14
H -4.706002 4.046798 -1.262587 0.0 0.0 0.1 0.41
H -6.461502 2.934698 -2.589287 -0.1 0.0 0.0 0.41
H -5.832702 1.461798 -4.468987 -0.1 0.0 0.0 0.43
H -3.448602 1.057498 -4.966087 0.0 -0.1 -0.1 0.44
H -0.106202 4.375498 -2.188187 0.0 -0.1 0.1 0.10
H 0.606198 6.584798 -2.895387 0.0 0.1 0.1 0.44
H 0.772198 7.150098 -5.288687 0.0 0.1 0.0 0.39
H 0.185098 5.457198 -6.988387 0.0 0.0 -0.1 0.40
H -0.567602 3.217898 -6.282287 0.0 -0.1 -0.1 0.37
```
Positions in Å, forces in eV/Å.

Its energy above the lowest of the compared OMol25 structures with the same formula, charge and spin is 166.1 kJ/mol. Its largest force on an atom is 1.55 eV/Å. Its energy is -6904.32164 hartree.

Which formula does entry 2 have? C4H6N2O2